# C5H11N2O

A 2-piece molecular cluster, C5H11N2O overall in a non-equilibrium geometry (wB97M-V/def2-TZVPD, the Open Molecules 2025 dataset).

Properties
charge	+1
2S+1	1
lowest unoccupied orbital energy	-2.9	eV
maximum force	2.73	eV/Å

```
19
C5H11N2O (wB97M-V/def2-TZVPD)
C -2.2740 -2.2037 -0.6693
C -1.4755 -1.5110 -1.5176
C -2.5672 -3.0861 -2.6878
N -2.8832 -3.1775 -1.4024
N -1.7546 -2.0601 -2.7500
C 0.0000 0.0000 0.0000
C -0.4065 -0.4045 -1.4463
H -2.3358 -2.2263 0.4187
H -2.8188 -3.6929 -3.5577
H -3.5083 -3.8808 -0.9688
H -1.2115 -1.7982 -3.5925
H 0.7711 0.7881 -0.0314
H 0.4266 -0.8902 0.4920
H -0.8492 0.3625 0.6034
H -0.7283 0.4866 -2.0189
H 0.4884 -0.8214 -1.9471
O -0.0481 0.4074 -3.9328
H 0.7717 0.8530 -4.2454
H -0.4879 1.0730 -3.3568
```

Okay, here come the Mulliken numbers, in e, for every atom: -0.388, 0.129, -0.245, -0.055, -0.018, -1.436, 0.132, 0.392, 0.402, 0.255, 0.273, 0.375, 0.367, 0.356, 0.012, 0.388, -0.642, 0.331, 0.370